1.
{
  "formula": "C2H5OS",
  "method": "ωB97M-V with the def2-TZVPD basis set",
  "charge": -1,
  "lumo_energy_ev": 4.0,
  "homo_lumo_gap_ev": 6.79,
  "e_above_lowest_kcal_mol": 3.90,
  "largest_force_ha_per_bohr": 0.0363,
  "elements": ["S", "H", "O", "C", "C", "H", "H", "H", "H"],
  "positions_angstrom": [[-1.230, 1.803, -0.668], [-1.334, 1.903, 0.672], [0.834, -2.191, 1.281], [0.535, -1.168, 0.704], [1.175, -0.642, -0.537], [-0.343, -0.604, 1.058], [2.227, -0.959, -0.613], [1.231, 0.439, -0.444], [0.702, -0.817, -1.498]],
  "mulliken_charge": [-0.8709, -0.0688, -0.5324, 0.2620, -0.8236, 0.2456, 0.2886, 0.2650, 0.2346]
}



2.
{
  "formula": "C2H5OS",
  "method": "ωB97M-V with the def2-TZVPD basis set",
  "charge": -1,
  "lumo_energy_ev": 4.3,
  "homo_lumo_gap_ev": 7.16,
  "e_above_lowest_kcal_mol": 20.22,
  "largest_force_ha_per_bohr": 0.0263,
  "elements": ["S", "H", "C", "C", "O", "H", "H", "H", "H"],
  "positions_angstrom": [[0.856, -0.050, -1.686], [0.167, 0.297, -2.749], [-0.484, -1.200, 1.251], [-0.869, 0.067, 1.485], [-0.361, 1.207, 0.972], [-1.196, -1.997, 1.421], [0.536, -1.560, 1.164], [-1.726, 0.165, 2.156], [-0.075, 1.019, 0.025]],
  "mulliken_charge": [-0.8177, -0.0438, -0.6636, 0.1269, -0.4132, 0.1958, 0.2223, 0.2507, 0.1426]
}



3.
{
  "formula": "C2H5OS",
  "method": "ωB97M-V with the def2-TZVPD basis set",
  "lumo_energy_ev": [0.8, -2.8],
  "homo_lumo_gap_ev": [10.94, 7.19],
  "e_above_lowest_kcal_mol": 8.14,
  "spin_multiplicity": 2,
  "s2": 0.7527,
  "largest_force_ha_per_bohr": 0.0422,
  "elements": ["S", "H", "O", "C", "C", "H", "H", "H", "H"],
  "positions_angstrom": [[-0.440, -2.528, 0.191], [0.270, -1.311, 0.205], [1.050, 2.727, -0.395], [0.689, 1.643, 0.016], [-0.682, 1.100, -0.063], [1.402, 0.781, 0.285], [-0.704, 0.193, -0.749], [-0.932, 0.650, 0.967], [-1.433, 1.861, -0.324]],
  "mulliken_charge": [-0.1376, 0.1168, -0.4585, 0.3508, -0.8217, 0.1678, 0.1911, 0.3147, 0.2767]
}



4.
{
  "formula": "C2H5PS",
  "method": "ωB97M-V with the def2-TZVPD basis set",
  "lumo_energy_ev": -0.4,
  "homo_lumo_gap_ev": 7.18,
  "e_above_lowest_kcal_mol": 89.30,
  "largest_force_ha_per_bohr": 0.0373,
  "elements": ["C", "C", "P", "S", "H", "H", "H", "H", "H"],
  "positions_angstrom": [[-2.449, -0.837, 0.020], [1.358, 0.530, -0.325], [-0.241, 0.012, 0.230], [-3.395, 0.432, -0.150], [-2.796, -1.843, 0.424], [1.220, 0.976, -1.359], [2.269, -0.137, -0.416], [-0.987, 1.148, 0.333], [-0.387, -0.440, 1.617]],
  "mulliken_charge": [-0.2958, -0.6680, 0.2984, -0.1870, 0.2693, 0.2029, 0.2463, 0.0331, 0.1007]
}



5.
{
  "formula": "C2H5PS",
  "method": "ωB97M-V with the def2-TZVPD basis set",
  "lumo_energy_ev": 0.8,
  "homo_lumo_gap_ev": 9.82,
  "e_above_lowest_kcal_mol": 11.79,
  "largest_force_ha_per_bohr": 0.0676,
  "smiles": "C=CSP",
  "elements": ["C", "C", "P", "S", "H", "H", "H", "H", "H"],
  "positions_angstrom": [[-1.798, -0.359, -1.050], [-0.828, -0.156, -0.151], [1.747, 0.412, 1.307], [0.979, -0.258, -0.568], [-2.784, -0.049, -0.921], [-1.460, -0.384, -2.093], [-1.139, 0.294, 0.757], [2.914, -0.410, 1.607], [2.775, 1.458, 1.080]],
  "mulliken_charge": [-0.6804, -0.0964, -0.1117, -0.1210, 0.3040, 0.2101, 0.3459, 0.0739, 0.0755]
}



6.
{
  "formula": "C2H5PS",
  "method": "ωB97M-V with the def2-TZVPD basis set",
  "lumo_energy_ev": 0.6,
  "homo_lumo_gap_ev": 10.23,
  "e_above_lowest_kcal_mol": 22.12,
  "largest_force_ha_per_bohr": 0.0587,
  "smiles": "CC#P.S",
  "elements": ["C", "C", "P", "S", "H", "H", "H", "H", "H"],
  "positions_angstrom": [[-1.214, 0.565, 0.406], [-1.299, -0.467, -0.684], [-1.204, -1.508, -1.856], [2.694, 0.062, 0.204], [-2.012, 0.668, 1.073], [-0.311, 0.293, 1.089], [-1.100, 1.594, -0.038], [1.638, 0.086, -0.480], [2.807, -1.293, 0.288]],
  "mulliken_charge": [-0.6404, 0.2166, -0.2939, -0.2820, 0.3295, 0.1900, 0.2366, 0.0838, 0.1597]
}



7.
{
  "formula": "C2H5PS",
  "method": "ωB97M-V with the def2-TZVPD basis set",
  "lumo_energy_ev": [-1.3, -1.8],
  "homo_lumo_gap_ev": [7.36, 7.10],
  "e_above_lowest_kcal_mol": 4.63,
  "spin_multiplicity": 3,
  "s2": 2.0058,
  "largest_force_ha_per_bohr": 0.0653,
  "elements": ["C", "C", "P", "S", "H", "H", "H", "H", "H"],
  "positions_angstrom": [[1.051, 0.063, -0.499], [-0.070, -0.077, 0.482], [-1.321, 1.368, 0.343], [-3.337, -0.469, -0.043], [1.802, 0.645, -0.102], [1.420, -0.918, -0.515], [0.791, 0.406, -1.516], [0.243, -0.035, 1.621], [-0.579, -0.982, 0.229]],
  "mulliken_charge": [-1.1280, -0.4551, 0.2049, -0.2400, 0.3638, 0.3075, 0.3469, 0.3074, 0.2926]
}



8.
{
  "formula": "C2H5PS2",
  "method": "ωB97M-V with the def2-TZVPD basis set",
  "lumo_energy_ev": -1.7,
  "homo_lumo_gap_ev": 5.24,
  "e_above_lowest_kcal_mol": 139.33,
  "largest_force_ha_per_bohr": 0.0341,
  "elements": ["C", "C", "P", "S", "S", "H", "H", "H", "H", "H"],
  "positions_angstrom": [[1.003, 0.367, 0.067], [-1.252, -1.588, -0.260], [0.497, 2.115, 0.286], [2.395, -0.233, 0.942], [2.059, -0.366, -1.129], [-0.591, -1.430, 0.551], [-0.961, -1.715, -1.251], [-2.276, -1.416, -0.189], [-0.221, 1.929, 1.557], [-0.653, 2.337, -0.573]],
  "mulliken_charge": [0.0595, -0.6347, -0.1125, -0.1251, -0.1024, 0.2818, 0.2233, 0.2538, 0.0747, 0.0816]
}